9
Properties=species:S:1:pos:R:3:forces:R:3:mulliken_charge:R:1 method="wB97M-V/def2-TZVPD" e_homo_ev=-9.152 orbital_gap_ev=8.20 spin_multiplicity=1 lumo_ev=-0.95 e_tot_ha=-788.606917 smiles="OC(=S)C=C(F)F"
O -0.84405 1.30298 0.02860 3.8 -0.3 0.7 -0.400
C -1.02133 0.00226 0.06275 -2.2 0.1 0.0 0.379
S -2.65213 -0.44510 -0.25384 2.5 -0.7 0.6 -0.312
C 0.23758 -0.77066 0.32577 0.7 1.7 -1.4 -0.427
C 1.48243 -0.21047 0.08642 0.1 0.6 -2.6 0.437
F 2.58607 -0.94096 -0.31047 -2.2 1.4 1.6 -0.186
F 1.76148 1.13279 -0.22958 -0.8 -3.5 1.3 -0.178
H -1.63629 1.76885 -0.04537 -2.4 0.9 -0.4 0.327
H 0.08624 -1.83969 0.33572 0.5 0.0 0.2 0.359



9
Properties=species:S:1:pos:R:3:forces:R:3:mulliken_charge:R:1 method="wB97M-V/def2-TZVPD" e_homo_ev=-9.423 orbital_gap_ev=8.56 spin_multiplicity=1 lumo_ev=-0.86 e_tot_ha=-712.646902
C -0.93819 0.24963 0.70486 -3.1 -1.0 2.1 -0.467
C -0.38185 0.78665 -0.32725 0.6 -0.5 -1.7 0.398
C 2.73635 -0.85762 0.18108 -0.5 -0.6 0.1 -0.028
F -0.45220 0.42041 -1.64611 -0.1 0.9 2.0 -0.226
F 0.47287 1.74434 -0.11397 1.3 0.8 -1.0 -0.197
F 2.49198 -1.14527 -1.05743 0.4 0.5 0.2 -0.024
I 4.16003 0.70391 0.38339 0.1 0.1 -0.3 0.044
H -1.92300 -0.27224 0.66588 1.4 -0.2 -0.3 0.251
H -0.67482 0.59455 1.72578 0.0 0.0 -1.1 0.249



Copy entry 2 word for word.
9
Properties=species:S:1:pos:R:3:forces:R:3:mulliken_charge:R:1 method="wB97M-V/def2-TZVPD" e_homo_ev=-9.423 orbital_gap_ev=8.56 spin_multiplicity=1 lumo_ev=-0.86 e_tot_ha=-712.646902
C -0.93819 0.24963 0.70486 -3.1 -1.0 2.1 -0.467
C -0.38185 0.78665 -0.32725 0.6 -0.5 -1.7 0.398
C 2.73635 -0.85762 0.18108 -0.5 -0.6 0.1 -0.028
F -0.45220 0.42041 -1.64611 -0.1 0.9 2.0 -0.226
F 0.47287 1.74434 -0.11397 1.3 0.8 -1.0 -0.197
F 2.49198 -1.14527 -1.05743 0.4 0.5 0.2 -0.024
I 4.16003 0.70391 0.38339 0.1 0.1 -0.3 0.044
H -1.92300 -0.27224 0.66588 1.4 -0.2 -0.3 0.251
H -0.67482 0.59455 1.72578 0.0 0.0 -1.1 0.249